(1)
Below is a single C9H19N5O3 molecule, with properties calculated with ωB97M-V/def2-TZVPD.

Geometry as XYZ:
```
36
Properties=species:S:1:pos:R:3:forces:R:3:lowdin_charge:R:1
C 0.32714 1.09069 -0.46777 2.7 0.7 -4.6 -0.354
C -0.87910 0.25619 -0.14037 -2.0 -0.5 0.5 -0.322
C 1.10992 1.66008 0.67203 -1.3 1.1 1.1 -0.201
C 1.36640 0.61407 1.71648 -3.2 -1.8 1.4 -0.241
C 1.98471 -0.58688 1.09699 -0.4 -3.0 -3.0 -0.200
C 4.12808 -0.82356 -0.42784 1.0 3.9 2.7 -0.461
C -3.23259 -0.17488 -0.87188 0.3 -0.8 -1.0 -0.331
C -3.94475 -0.38716 0.41665 -3.9 3.4 2.3 -0.428
C -2.94697 -1.48369 -1.43098 5.1 -6.0 -3.3 -0.092
H -0.18534 3.12035 -0.77181 0.9 -1.4 -2.0 0.099
H 0.56664 2.26190 -2.46163 -2.3 0.5 5.2 0.209
H 1.06189 0.46694 -1.23599 -1.8 0.9 2.5 0.197
H 0.40713 2.41667 1.15257 0.8 -0.5 -0.4 0.145
H 2.07436 2.22626 0.40574 -1.8 -1.0 -0.1 0.146
H 2.00400 1.08914 2.29033 3.8 2.0 3.3 0.050
H 0.51590 0.40976 2.51767 1.3 0.1 -2.3 0.173
H 0.98294 -1.16667 0.53687 3.6 1.3 1.4 0.174
H 2.68890 -1.35075 1.58857 -1.9 1.0 0.6 0.133
H 3.53877 0.59555 0.66999 0.4 1.5 1.0 0.061
H 3.19983 -2.25758 -0.06533 2.2 -0.7 -2.2 0.095
H 5.34199 0.96494 -0.83424 0.9 -3.6 1.6 0.140
H 6.09915 -0.66413 -0.77386 0.9 -0.1 -0.7 0.024
H -1.93474 1.41804 -1.50032 0.5 -1.2 0.8 0.152
H -3.85566 0.10363 -1.67610 -1.3 2.0 -0.1 0.145
H -2.26393 -2.03154 -0.69064 -1.4 -0.1 -0.8 0.099
H -2.06677 -1.31312 -2.21162 -1.8 -0.1 1.1 0.119
H -3.53269 -2.27928 -2.11579 0.1 2.3 2.4 0.143
H -2.26128 -0.64309 1.35136 -1.7 2.0 0.6 0.113
N 0.00085 2.24718 -1.36260 0.6 0.4 -2.7 -0.051
N 2.94987 0.03273 0.11602 2.7 -2.6 -2.0 -0.045
N 4.16707 -2.04945 -0.60602 -3.3 -1.4 1.7 0.102
N 5.48590 -0.04810 -0.29007 -5.0 2.5 -2.0 0.039
N -1.96528 0.52994 -0.94953 0.9 1.2 1.9 0.115
O -0.88762 -0.61158 0.80606 -0.2 1.5 -2.6 -0.043
O -5.19907 -0.45535 0.39592 4.1 -0.5 0.4 0.070
O -3.20419 -0.10086 1.55923 0.2 -3.0 -2.3 0.024
```
Forces are in eV/Å.

Results
* structure (SMILES): [H]/N=C(/N)NCCC[C@H](N)C(=O)N[C@@H](C)C(=O)O
* orbital gap: 9.83 eV
* relative energy (zero: lowest compared OMol25 entry of this formula, charge and spin): 8.016 eV
* E_HOMO: -9.75 eV

***

(2)
Below is a single C5H11OPS molecule, with properties calculated with ωB97M-V/def2-TZVPD.

Geometry as XYZ:
```
19
Properties=species:S:1:pos:R:3:forces:R:3:lowdin_charge:R:1
C 0.23111 2.44224 0.24545 1.0 0.5 1.4 -0.388
C 1.75626 2.13981 0.53416 -1.7 -0.8 -0.4 -0.610
C -1.91823 -2.19644 -0.58471 0.9 0.1 0.8 -0.138
C 0.62899 -1.63993 -0.10437 -0.3 0.2 1.2 -0.149
C -0.78442 -1.11013 -0.54548 1.4 -0.4 0.4 -0.591
O -0.48545 1.35936 -0.18434 0.0 -0.3 -1.4 -0.487
P -1.28245 0.22473 0.62085 0.4 -0.2 0.6 1.018
S 1.89426 1.29571 2.13664 -0.2 0.1 -1.0 0.534
H -0.15855 2.81652 1.17122 -0.5 0.5 0.5 0.084
H 0.21883 3.20603 -0.50770 -0.2 0.3 -0.5 0.113
H 2.00140 1.51397 -0.37804 0.7 0.9 1.1 0.083
H 2.10500 3.18171 0.60186 0.7 -0.6 -0.2 0.069
H -2.05334 -2.70405 0.40219 0.8 0.3 -0.5 0.080
H -2.79685 -1.59737 -0.58651 -1.3 0.1 -0.9 0.019
H -1.89056 -3.00931 -1.33928 0.1 0.9 0.2 0.081
H 0.63795 -2.29297 0.79235 -0.4 0.4 -0.3 0.080
H 1.39709 -0.85584 0.09464 -0.8 -0.3 -0.3 0.040
H 0.96471 -2.24582 -0.90134 0.7 -0.8 -1.0 0.047
H -0.46575 -0.52823 -1.46759 -1.4 -0.9 0.5 0.115
```
Forces are in eV/Å.

Results
* orbital gap (alpha / beta): 8.38 / 5.60 eV
* relative energy (zero: lowest compared OMol25 entry of this formula, charge and spin): 3.895 eV
* E_HOMO (alpha / beta): -8.89 / -7.46 eV

***

(3)
Below is 8 unconnected molecules or ions with the total composition C29H73N13O9, with properties calculated with ωB97M-V/def2-TZVPD.

Geometry as XYZ:
```
124
Properties=species:S:1:pos:R:3:forces:R:3:lowdin_charge:R:1
C -0.73321 -6.42738 4.30834 -1.6 0.7 -1.6 -0.086
O -0.76502 -4.97626 4.51041 0.9 -1.7 1.3 -0.214
C -0.75417 -4.56585 5.88384 1.3 2.2 0.1 -0.190
C -0.31946 -3.00525 5.86889 0.3 -2.0 -0.3 -0.179
N 1.16318 -2.87649 5.86716 -0.2 1.4 -0.6 -0.058
C 1.71452 -1.49475 5.55584 -0.6 -1.3 -1.5 -0.156
C 1.49846 -0.97991 4.08592 -0.3 -0.8 0.2 -0.197
O 2.09688 -1.84263 3.08980 -0.7 -0.3 0.3 -0.202
C 1.30362 -2.70866 2.24628 0.9 0.3 0.2 -0.084
H -0.96408 -6.44905 3.24329 -0.1 -0.3 -0.1 0.077
H -1.55631 -6.95814 4.78678 -0.2 0.4 0.4 0.080
H 0.11665 -7.10495 4.39033 1.0 1.1 0.8 0.081
H 0.01301 -5.04762 6.49000 0.1 -0.5 -0.2 0.111
H -1.71434 -4.68876 6.38490 -0.3 -0.1 -0.3 0.110
H -0.69018 -2.47548 6.74639 -0.2 0.0 -0.1 0.108
H -0.80602 -2.68698 4.94691 -0.1 0.7 -0.1 0.084
H 1.54516 -3.37311 5.07498 -0.2 -0.8 -0.1 0.080
H 2.79408 -1.64093 5.51984 0.1 0.3 1.0 0.109
H 1.33352 -0.76217 6.26736 0.4 0.0 0.1 0.111
H 2.04461 -0.04119 3.99310 -0.2 0.2 0.0 0.119
H 0.44086 -0.82973 3.86906 -0.2 0.1 -0.1 0.084
H 2.07456 -3.12955 1.60084 -0.1 -0.2 -0.1 0.082
H 0.57539 -2.23912 1.58498 0.1 0.7 0.3 0.036
H 0.76228 -3.52302 2.72781 0.1 0.0 0.6 0.074
C -1.44071 -2.87791 -0.31499 1.4 0.4 -0.1 -0.043
C -2.69606 -2.61035 0.44127 -0.9 1.3 0.6 -0.530
C -3.30862 -1.26321 -0.06108 -0.7 -0.2 0.2 -0.109
C -4.77941 -0.94438 0.42386 0.3 -0.9 -0.3 -0.150
C -5.63832 -2.11989 -0.06830 0.7 -0.2 -0.4 -0.156
C -5.14079 -3.49148 0.42112 0.8 -1.1 0.1 -0.436
N -3.66956 -3.63877 0.15386 -0.8 -0.7 -0.8 -0.089
O -3.21482 -4.88676 0.69409 -0.2 0.4 0.6 -0.027
C -5.44989 -3.72339 1.95602 -0.2 -0.3 -0.6 -0.016
C -5.89443 -4.59528 -0.46873 -0.6 1.5 1.2 -0.024
C -2.34150 -2.38725 1.94557 -1.9 0.1 -0.4 -0.024
H -0.99169 -3.84234 -0.07759 -0.2 -0.1 0.0 0.089
H -0.75378 -2.12615 0.07370 0.4 0.0 -0.2 0.054
H -1.45578 -2.73045 -1.39486 -0.5 -0.2 -0.1 0.089
H -2.55054 -0.50525 0.13621 -0.3 0.3 0.2 0.098
H -3.41149 -1.33710 -1.14369 0.2 0.0 -0.2 0.115
H -5.18491 -0.02162 0.00892 0.4 0.1 -0.3 0.105
H -4.96898 -0.84767 1.49289 0.6 0.0 0.3 0.090
H -5.57003 -2.15431 -1.15561 0.0 0.1 -0.2 0.112
H -6.69850 -2.00687 0.15828 0.0 0.0 0.2 0.122
H -4.59058 -3.60773 2.61656 0.1 -0.1 -0.3 0.060
H -6.21684 -3.07045 2.37262 -0.2 0.2 -0.4 0.077
H -5.82567 -4.74069 2.06554 0.1 0.0 0.2 0.073
H -6.88551 -4.43210 -0.04538 -0.5 -0.7 -0.2 0.073
H -6.01229 -4.34982 -1.52418 0.5 0.3 0.0 0.073
H -5.63641 -5.65194 -0.39814 0.3 0.2 0.5 0.072
H -3.24246 -1.90481 2.32454 -0.2 -0.1 0.4 0.048
H -1.61201 -1.59661 2.12119 0.6 -0.6 -0.1 0.065
H -2.26179 -3.33490 2.47820 0.7 0.2 0.1 0.081
H -3.14486 -5.50539 -0.03666 -0.1 0.2 -0.3 0.098
C 1.88536 2.86558 -6.36856 0.6 1.1 0.8 -0.018
C 3.40275 3.07311 -6.74681 -0.9 0.1 2.1 -0.470
C 3.63379 4.60009 -6.93031 -0.1 0.6 1.7 -0.128
C 3.89684 5.34679 -5.59415 0.8 -0.8 0.7 -0.164
C 4.97160 4.66098 -4.66999 -1.2 -0.9 -1.1 -0.096
C 4.61828 3.16104 -4.33582 0.3 -0.8 0.2 -0.484
N 4.25642 2.50935 -5.59745 0.7 0.7 -2.5 -0.105
O 4.19480 1.07703 -5.53067 -0.3 1.6 0.3 -0.011
C 5.87951 2.43242 -3.79068 1.1 0.0 0.0 -0.046
C 3.51651 2.96819 -3.27223 -0.9 1.2 -0.2 -0.044
C 3.78968 2.45786 -8.03196 1.2 -1.4 -0.8 -0.065
H 1.15849 3.14920 -7.12969 0.2 -0.3 -0.3 0.082
H 1.75634 3.58859 -5.56313 -0.3 0.3 0.0 0.057
H 1.57360 1.96066 -5.84701 0.4 -0.6 -0.6 0.071
H 4.41655 4.79587 -7.66315 0.2 -0.1 0.2 0.112
H 2.72431 5.08602 -7.28361 -0.1 -0.4 -0.5 0.115
H 2.98766 5.43665 -4.99966 -0.3 -0.3 -0.1 0.093
H 4.15900 6.39388 -5.74571 0.3 0.0 -0.3 0.104
H 5.08769 5.29395 -3.79023 0.3 -0.4 0.2 0.117
H 5.90380 4.52367 -5.21792 0.2 0.6 0.0 0.114
H 6.59022 2.00949 -4.50070 -0.7 -0.1 -0.9 0.081
H 6.60838 3.08691 -3.31268 -0.6 0.6 0.7 0.077
H 5.67576 1.60967 -3.10535 -0.3 0.1 0.1 0.072
H 3.84694 3.11705 -2.24425 0.2 0.0 -0.1 0.091
H 2.72412 3.68646 -3.48273 0.0 0.4 0.2 0.069
H 2.93229 2.04835 -3.29807 0.6 -0.6 -0.2 0.054
H 3.76945 1.36867 -7.99529 -0.6 -0.1 -0.1 0.082
H 4.84568 2.63052 -8.23969 0.1 0.4 0.1 0.088
H 3.24692 2.86309 -8.88595 -0.3 -0.1 0.2 0.095
H 3.45983 0.99184 -4.91898 -0.4 -0.8 0.2 0.062
C -1.85716 1.34561 3.49998 -1.8 -2.2 1.7 -0.807
O -0.75623 1.76985 3.60833 3.7 1.5 -0.1 0.066
N -2.80085 1.76477 2.73573 -2.0 3.8 -5.3 0.199
N -2.35598 0.37344 4.22368 -0.2 -3.7 3.5 0.177
H -3.69450 1.36920 2.48078 0.3 -0.4 0.7 0.124
H -2.40399 2.19063 1.91035 -0.3 0.5 -0.4 0.086
H -3.27122 -0.02306 4.06483 0.3 0.2 0.0 0.110
H -1.84990 0.01405 5.02043 0.0 0.1 -0.2 0.112
C 3.91738 -1.58935 -0.59528 -0.4 5.3 1.5 -0.753
O 3.87486 -0.44960 -0.05894 -1.5 -1.1 -1.0 -0.005
N 4.99505 -2.25647 -0.55264 5.2 -2.8 1.0 0.171
N 3.08446 -2.20283 -1.37171 -4.6 -1.2 -2.2 0.179
H 5.80901 -1.69448 -0.34836 0.2 -0.7 0.2 0.140
H 4.99774 -3.06409 -1.15914 1.3 0.3 0.3 0.118
H 3.28810 -3.16591 -1.59779 -0.6 0.4 -0.3 0.117
H 2.27807 -1.75854 -1.78697 0.0 -0.2 0.4 0.122
C -3.43045 3.32089 -0.27190 7.0 -1.1 -0.8 -0.939
O -4.55145 3.29933 -0.26964 -12.2 0.7 0.3 0.126
N -2.75109 2.22681 -0.44277 2.2 -5.3 -1.1 0.150
N -2.66919 4.35006 -0.14877 1.1 3.9 0.7 0.208
H -1.74704 2.23776 -0.55172 0.1 0.0 0.0 0.043
H -3.23915 1.52984 -0.98694 0.0 0.0 0.3 0.105
H -3.28548 5.12027 0.06819 1.3 0.9 0.2 0.131
H -1.66455 4.24654 -0.15741 -0.2 0.8 0.3 0.103
C 0.74227 1.46811 0.02639 -3.6 3.5 0.0 -0.676
O -0.15677 2.36467 0.10734 1.5 -0.9 -0.3 -0.057
N 0.99864 0.65980 0.99523 1.1 -2.4 1.6 0.231
N 1.45036 1.28752 -1.07544 0.3 0.2 -1.5 0.183
H 0.41048 0.53458 1.80671 0.3 0.3 -0.1 0.099
H 1.69321 -0.00692 0.69001 0.1 -0.6 1.2 0.084
H 1.25128 2.00856 -1.75410 0.7 -0.2 -0.1 0.106
H 2.32298 0.79218 -0.96027 0.5 0.2 -0.5 0.069
C -0.74199 5.46383 2.69477 2.4 5.6 -0.8 -0.774
O -0.42205 6.67611 2.55807 -0.7 -1.7 0.0 -0.029
N 0.03705 4.45949 2.51451 3.4 -3.9 -1.2 0.181
N -1.88887 5.04394 3.12792 -4.3 -0.2 1.8 0.163
H -0.29186 3.58623 2.90095 0.6 -0.3 -0.4 0.056
H 0.83840 4.38763 1.90395 -0.2 0.6 0.2 0.121
H -2.00191 4.04030 3.13265 -0.6 0.4 0.5 0.068
H -2.25638 5.61761 3.87354 -0.6 -0.3 -0.2 0.123
```
Forces are in eV/Å.

Results
* structure (SMILES): CC1(C)CCCC(C)(C)N1O.CC1(C)CCCC(C)(C)N1O.COCCNCCOC.NC(N)=O.NC(N)=O.NC(N)=O.NC(N)=O.NC(N)=O
* orbital gap: 8.16 eV
* E_HOMO: -8.27 eV

***

(4)
Below is a molecular structure, C39H44AsNO3PRuS6Se, with properties calculated with ωB97M-V/def2-TZVPD.

Geometry as XYZ:
```
97
Properties=species:S:1:pos:R:3:forces:R:3:lowdin_charge:R:1
Ru -0.37965 1.55635 0.33784 0.1 -0.4 0.2 0.427
O -1.63100 3.38335 2.23599 -0.1 0.0 -0.1 -0.116
N -0.55689 2.56299 2.06780 0.1 0.0 0.1 -0.246
C 0.22248 2.68394 3.08361 0.0 0.0 0.0 -0.124
C 1.42109 1.93139 3.44051 0.0 0.0 0.0 -0.183
C 1.90634 2.21796 4.73013 0.0 0.0 0.0 -0.047
C 2.99184 1.56114 5.26684 0.0 0.0 0.0 -0.094
C 3.63286 0.57263 4.52693 0.0 0.0 0.0 -0.091
C 3.17209 0.28095 3.25816 0.0 0.0 0.0 -0.094
C 2.08618 0.95190 2.68890 0.0 0.1 0.0 -0.272
P 1.54584 0.54357 0.98955 -0.1 0.0 0.1 0.951
C 1.69571 -1.29541 1.13274 0.0 0.0 0.1 -0.301
C 0.68650 -1.94093 1.84886 -0.1 0.0 0.0 -0.079
C 0.79329 -3.28244 2.17806 0.0 0.0 0.0 -0.086
C 1.91359 -4.00905 1.79267 0.0 0.0 0.0 -0.114
C 2.90826 -3.38563 1.05619 0.0 0.0 0.0 -0.112
C 2.79871 -2.04007 0.72368 0.0 0.0 0.1 -0.095
C 3.03385 0.90670 -0.01419 0.0 0.0 -0.1 -0.403
C 4.13483 1.62011 0.44161 0.0 0.0 0.0 -0.094
C 5.21033 1.86880 -0.40428 0.0 0.0 0.0 -0.091
C 5.19984 1.39293 -1.70555 0.0 0.0 0.0 -0.100
C 4.09636 0.68644 -2.17113 0.0 0.0 0.0 -0.092
C 3.01280 0.46234 -1.33930 0.0 0.0 0.0 -0.121
H -2.11653 3.34242 1.35509 0.0 0.0 0.0 -0.072
H -0.10546 3.41020 3.82031 0.0 0.0 0.0 0.126
H 1.39493 2.97330 5.31480 0.0 0.0 0.0 0.107
H 3.33226 1.80873 6.26496 0.0 0.0 0.0 0.096
H 4.48022 0.03643 4.93606 0.0 0.0 0.0 0.095
H 3.66877 -0.48898 2.68016 0.0 0.0 0.0 0.103
H -0.18938 -1.37338 2.13320 0.0 0.0 0.0 0.065
H -0.00145 -3.76049 2.73909 0.0 0.0 0.0 0.101
H 2.00371 -5.05653 2.05619 0.0 0.0 0.0 0.095
H 3.77984 -3.94484 0.73531 0.0 0.0 0.0 0.098
H 3.59469 -1.57052 0.16007 0.0 0.0 0.0 0.101
H 4.15236 2.00013 1.45482 0.0 0.0 0.0 0.102
H 6.05501 2.44198 -0.04124 0.0 0.0 0.0 0.095
H 6.04194 1.58195 -2.36098 0.0 0.0 0.0 0.092
H 4.07029 0.32111 -3.19085 0.0 0.0 0.0 0.094
H 2.13353 -0.05111 -1.71325 0.0 0.0 0.0 0.090
S -6.07627 0.99719 2.26889 0.0 -0.1 0.0 -0.266
As -5.28501 2.81359 1.31508 0.0 0.0 0.0 -0.095
S -2.27853 2.82894 -0.58839 -0.1 0.0 0.0 -0.030
S -4.09700 1.80989 -0.65254 0.0 0.0 0.0 -0.144
S -6.90644 3.86217 0.39794 0.0 0.0 0.0 -0.440
O -0.14334 0.45008 -1.55619 -0.1 0.1 0.0 -0.669
S -1.46987 0.39815 -2.29854 0.0 0.0 0.0 0.895
C -1.38757 1.71814 -3.56022 0.0 0.0 0.0 -0.292
C -0.24092 1.62498 -4.51154 0.0 0.0 0.0 -0.272
C -0.42473 1.21173 -5.83033 0.0 0.0 0.0 -0.072
C 0.65072 1.11109 -6.70241 0.0 0.0 0.0 -0.104
C 1.92813 1.43032 -6.26273 0.0 0.0 0.0 -0.109
C 2.11755 1.85399 -4.95320 0.0 0.0 0.0 -0.084
C 1.04489 1.95070 -4.07835 0.0 0.0 0.0 -0.034
C -1.27102 -1.04548 -3.42342 0.0 -0.1 0.0 -0.243
C -0.28123 -2.03222 -2.88370 0.0 0.0 0.0 -0.270
C 0.96709 -2.14918 -3.48613 0.0 0.0 0.0 -0.043
C 1.89088 -3.07443 -3.01928 0.0 0.0 0.0 -0.087
C 1.57489 -3.88402 -1.93871 0.0 0.0 0.0 -0.106
C 0.34264 -3.74898 -1.31320 0.0 0.0 0.0 -0.077
C -0.57731 -2.82412 -1.77872 0.0 0.0 0.0 -0.021
H -1.33979 2.60615 -2.92775 0.0 0.0 0.0 0.022
H -2.36566 1.70614 -4.04720 0.0 0.0 0.0 0.108
H -1.42493 0.97268 -6.17641 0.0 0.0 0.0 0.112
H 0.48919 0.78963 -7.72439 0.0 0.0 0.0 0.092
H 2.77028 1.36049 -6.94103 0.0 0.0 0.0 0.090
H 3.10731 2.12596 -4.60710 0.0 0.0 0.0 0.094
H 1.18484 2.29519 -3.05708 0.0 0.0 0.0 0.026
H -0.94831 -0.71192 -4.40622 0.0 0.0 0.0 0.066
H -2.27280 -1.47275 -3.50048 0.0 0.0 0.0 0.096
H 1.21385 -1.50336 -4.32290 0.0 0.0 0.0 0.112
H 2.86104 -3.15488 -3.49522 0.0 0.0 0.0 0.097
H 2.29577 -4.60044 -1.56534 0.0 0.0 0.0 0.093
H 0.10709 -4.35007 -0.44485 0.0 0.0 0.0 0.097
H -1.52584 -2.69487 -1.27093 0.0 0.0 0.0 0.095
C -4.31708 -1.83754 -0.97820 0.1 -0.1 0.0 -0.132
C -4.78501 -1.81173 0.47149 0.1 0.2 -0.1 -0.309
C -3.65717 -1.64704 1.47551 0.1 0.0 0.1 -0.336
S -2.90529 0.01107 1.65618 -0.1 0.0 0.0 0.850
O -1.60454 -0.19679 0.83785 -0.1 0.1 -0.1 -0.705
C -2.31252 -0.27293 3.36047 0.0 0.0 0.0 -0.355
C -3.31873 0.13661 4.43307 0.1 0.0 0.1 -0.321
C -3.36815 1.64377 4.63668 0.0 0.0 0.0 -0.135
H -5.16955 -1.92756 -1.65436 0.0 0.0 0.0 0.073
H -3.64961 -2.68710 -1.16764 0.0 0.0 0.0 0.053
H -3.79356 -0.91245 -1.22751 0.0 0.0 0.0 -0.004
H -5.28568 -2.75658 0.71062 -0.1 0.0 0.0 0.103
H -5.50432 -1.00393 0.63270 0.0 0.0 0.0 0.022
H -2.78382 -2.25484 1.20665 0.0 0.0 0.1 0.086
H -3.98446 -1.92860 2.47651 -0.1 0.1 0.0 0.082
H -1.40239 0.32732 3.42911 0.0 0.1 0.0 0.071
H -2.03212 -1.32790 3.43681 0.0 0.0 0.0 0.077
H -3.03088 -0.36202 5.36661 0.0 0.0 0.0 0.098
H -4.31722 -0.21409 4.15996 0.0 0.0 0.0 0.047
H -2.37815 2.03459 4.89143 0.0 0.0 0.0 0.062
H -4.06443 1.90187 5.43651 0.0 0.0 0.0 0.070
H -3.71758 2.14532 3.73352 0.0 0.0 0.0 0.003
Se 0.96267 3.36967 -0.49073 0.2 0.3 -0.1 0.153
```
Forces are in eV/Å.

Results
* orbital gap (alpha / beta): 4.04 / 4.04 eV
* spin multiplicity: 2
* charge: -2
* relative energy (zero: lowest compared OMol25 entry of this formula, charge and spin): 1.587 eV
* E_HOMO (alpha / beta): -0.37 / -0.37 eV

***

How do the records compare in DFT total energy? In the order shown, they have -853.61080 -1011.78082 -2537.60886 -9255.66009 Eh.